Formula: C5H8N2O
Source: the Open Molecules 2025 dataset
Level of theory: ωB97M-V/def2-TZVPD

The geometry in XYZ format:
```
16
Properties=species:S:1:pos:R:3:forces:R:3
C -1.039013 -0.306108 -0.278469 0.4 5.0 -0.2
C -0.335612 0.711082 0.811411 -1.6 -0.9 2.3
C 0.367783 1.603068 -0.239579 -2.4 -3.5 -0.2
C 0.258511 0.116813 -0.975326 3.1 0.2 -0.5
C 1.323097 -0.577528 -0.067668 -1.0 0.8 0.1
H -1.682872 -2.160938 -0.672250 0.0 0.7 0.8
H -0.498537 -2.046106 0.371995 1.0 -0.8 0.9
H -1.817172 0.197470 -0.879623 -0.2 -0.4 0.8
H -0.924009 1.189053 1.725758 1.4 -1.3 -1.7
H 1.288476 2.094480 0.020616 0.4 -0.2 -0.1
H -0.372498 2.230230 -0.674592 -0.3 0.9 -0.5
H 0.382703 0.084434 -2.036122 0.2 -0.3 -0.7
H 1.297375 -0.098763 1.798361 4.6 1.6 5.3
N -1.346313 -1.600235 0.140250 -1.3 -1.3 -1.6
N 0.703314 -0.338607 1.165882 -4.1 -0.3 -4.1
O 2.394761 -1.098340 -0.210642 -0.1 -0.1 -0.5
```
Forces are in eV/Å.

- highest occupied orbital energy (eV) = -9.398
- E_tot (hartree) = -379.991471
- Kohn-Sham gap (eV) = 10.32
- energy above the lowest of the compared OMol25 structures with the same formula, charge and spin (eV) = 2.632
- total charge = 0
- LUMO level (eV) = 0.92